54
Properties=species:S:1:pos:R:3 method="wB97M-V/def2-TZVPD" energy_ha=-8054.49971 gap_ha="0.1968 / 0.1247" homo_energy_ev="-15.3 / -15.3" spin_multiplicity=2 charge=+2
Ag -2.52 -0.13 -4.23
Be -3.42 -2.17 0.57
C -3.67 -6.15 1.61
F -4.55 -6.02 2.58
F -3.28 -7.40 1.36
F -4.16 -5.63 0.51
S -2.08 -5.08 2.04
O -2.42 -4.24 3.17
O -1.01 -6.03 2.23
N -1.97 -4.07 0.61
S -0.89 -4.57 -0.42
O -0.72 -5.99 -0.55
O -1.14 -3.95 -1.69
C 0.77 -3.81 0.31
F 0.76 -3.92 1.61
F 1.74 -4.48 -0.28
F 0.94 -2.50 -0.02
C -0.24 0.51 -0.28
C -1.15 0.04 -1.36
O -1.91 -0.95 -1.07
O -1.19 0.55 -2.49
H 0.00 -0.35 0.36
H -0.56 1.34 0.34
H 0.70 0.79 -0.77
Br 3.02 5.22 -1.05
C 3.65 4.18 -2.53
C 3.02 2.82 -2.25
Br 3.18 1.73 -3.93
H 4.74 4.17 -2.56
H 3.20 4.74 -3.35
H 1.96 2.81 -2.01
H 3.36 2.22 -1.40
C 0.20 5.78 1.99
C 1.19 4.74 2.63
C 1.56 3.58 1.76
O 2.95 3.46 1.91
C 3.45 4.56 2.39
O 4.60 4.87 2.37
O 2.43 5.42 2.72
H -0.88 5.69 2.05
H 0.20 5.53 0.92
H 0.55 6.81 1.98
H 0.92 4.33 3.61
H 1.29 3.75 0.71
H 1.10 2.63 2.02
O -3.54 -1.99 -3.75
H -3.12 -2.42 -2.99
H -3.66 -2.70 -4.39
O 1.07 -1.72 -3.26
H 0.86 -1.62 -2.33
H 0.87 -0.86 -3.65
O -2.18 -1.33 2.41
H -2.54 -1.54 3.28
H -1.47 -0.70 2.58



12
Properties=species:S:1:pos:R:3 method="wB97M-V/def2-TZVPD" smiles="N/N=C(/N)C(=O)S" energy_ha=-716.85828 relative_energy_ev=2.2430 gap_ha=0.3226 homo_energy_ev=-8.2 charge=0
C 0.13 0.60 -0.28
C -1.08 0.02 0.56
H 2.11 -1.73 -0.06
H 0.88 -1.40 0.94
H -0.71 2.40 0.00
H 0.91 2.38 -0.65
H -1.12 -1.74 -0.98
N 1.14 -1.44 -0.04
N 1.06 -0.21 -0.60
N 0.05 1.91 -0.47
O -1.45 0.63 1.52
S -1.93 -1.43 0.05



78
Properties=species:S:1:pos:R:3 method="wB97M-V/def2-TZVPD" energy_ha=-3337.28386 relative_energy_ev=0.3987 gap_ha="0.1838 / 0.1838" homo_energy_ev="-8.9 / -8.9" spin_multiplicity=2 charge=+1
Ir -1.33 -1.98 -0.73
O -0.24 -0.71 3.12
C -0.46 -1.55 2.07
N -1.47 -1.29 1.26
C -2.37 -0.22 1.56
C -3.51 -0.24 0.59
C -4.64 0.54 0.81
C -5.67 0.53 -0.11
C -5.54 -0.29 -1.22
C -4.39 -1.05 -1.37
N -3.39 -1.02 -0.49
C 0.31 -2.72 1.81
C 1.32 -3.22 2.66
C 2.10 -4.26 2.22
C 1.83 -4.83 0.97
C 0.74 -4.37 0.25
N 0.02 -3.34 0.63
H -1.87 0.76 1.51
H -2.76 -0.33 2.58
H -4.69 1.15 1.70
H -6.55 1.14 0.04
H -6.32 -0.34 -1.96
H -4.28 -1.71 -2.22
H 1.44 -2.80 3.65
H 2.91 -4.64 2.83
H 2.44 -5.63 0.59
H 0.46 -4.83 -0.69
O 0.85 -2.05 -1.54
C 1.55 -1.33 -0.82
O 0.85 -0.22 -0.17
C 2.88 -1.37 -0.41
C 3.84 -2.37 -0.69
C 5.07 -2.30 -0.10
C 5.41 -1.24 0.76
C 4.51 -0.23 1.04
C 3.26 -0.29 0.45
P 1.83 0.76 0.61
C 1.19 1.10 2.25
C 1.04 -0.03 3.23
C 1.03 0.44 4.65
C 0.88 1.74 4.98
C 0.87 2.74 3.99
C 1.08 2.41 2.66
C 1.88 2.28 -0.37
C 0.66 2.76 -0.85
C 0.64 3.90 -1.64
C 1.83 4.55 -1.95
C 3.04 4.06 -1.48
C 3.07 2.92 -0.69
H 3.56 -3.18 -1.35
H 5.80 -3.07 -0.31
H 6.39 -1.22 1.22
H 4.77 0.58 1.70
H 1.84 -0.77 3.06
H 1.00 -0.34 5.40
H 0.78 2.02 6.02
H 0.75 3.78 4.27
H 1.20 3.20 1.93
H -0.25 2.24 -0.61
H -0.30 4.28 -2.00
H 1.81 5.43 -2.57
H 3.96 4.55 -1.73
H 4.00 2.52 -0.32
F -2.54 -3.06 -3.17
C -2.05 -3.50 -1.98
F -1.17 -4.47 -2.30
F -3.10 -4.15 -1.41
S -0.92 -0.34 -2.88
C -1.86 0.99 -3.17
N -2.00 1.51 -4.40
C -2.55 2.84 -4.51
C -3.46 3.00 -3.31
S -2.73 1.97 -1.99
H -1.51 1.07 -5.16
H -3.09 2.94 -5.45
H -1.74 3.58 -4.49
H -4.46 2.61 -3.51
H -3.53 4.03 -2.97